Entry from the OMol25 dataset: a cluster of 4 separate species, C12H19Br2O11S in total at a distorted geometry (the ωB97M-V functional and the def2-TZVPD basis).

Geometry as XYZ:
```
45
Properties=species:S:1:pos:R:3:forces:R:3
C 2.795 1.888 0.533 0.21 0.68 -0.01
C 2.887 2.458 -0.903 0.31 -0.22 0.75
Br 3.500 1.053 -2.123 -0.44 0.29 0.10
C 1.587 3.147 -1.422 1.73 -0.68 0.46
Br 1.822 5.097 -1.428 -0.66 -0.84 0.27
S 0.063 2.709 -0.507 -2.62 0.92 -0.63
O 0.137 3.193 1.045 1.27 -1.56 -1.01
O -0.205 1.109 -0.591 1.25 1.90 0.53
H 1.971 1.180 0.697 0.28 0.19 0.04
H 2.706 2.751 1.213 -0.26 -0.40 -0.07
H 3.723 1.387 0.829 -0.20 0.03 -0.37
H 3.663 3.228 -0.869 -0.08 -0.33 -0.33
H 1.393 2.848 -2.463 -0.37 0.07 0.40
H -0.206 4.095 1.141 -0.41 0.14 -0.22
H 0.628 0.597 -0.589 0.02 -0.35 0.10
C -2.815 0.924 2.672 -0.17 -0.44 -0.15
C -1.684 1.506 3.474 0.41 -0.16 0.10
O -2.215 2.761 3.901 0.08 -0.07 -0.20
C -3.572 2.656 3.891 -0.36 0.07 0.08
O -4.307 3.464 4.345 -0.05 0.15 0.04
O -3.965 1.507 3.287 0.31 0.15 0.02
H -2.849 -0.159 2.726 -0.20 0.05 0.00
H -2.785 1.226 1.620 -0.01 0.01 0.02
H -1.438 0.906 4.352 -0.05 0.01 -0.03
H -0.785 1.647 2.878 0.01 0.16 0.12
C -1.013 -2.390 -3.739 -0.41 -0.19 -0.17
C -0.800 -1.250 -2.779 -0.39 0.28 0.19
O 0.540 -1.472 -2.320 -0.13 0.07 0.00
C 1.183 -2.207 -3.276 0.17 -0.20 -0.40
O 2.347 -2.423 -3.286 0.12 0.10 0.23
O 0.311 -2.653 -4.207 0.08 0.20 0.30
H -1.671 -2.130 -4.565 0.17 -0.06 -0.09
H -1.398 -3.287 -3.247 0.03 0.04 0.00
H -0.849 -0.275 -3.271 0.04 -0.07 -0.03
H -1.504 -1.264 -1.947 0.18 -0.03 0.09
C 0.121 -4.103 -0.155 0.06 -0.41 -0.32
C 1.245 -3.501 0.645 0.52 -0.21 -0.03
O 0.679 -2.260 1.085 -0.21 0.07 -0.06
C -0.669 -2.399 1.079 0.07 -0.24 -0.02
O -1.424 -1.608 1.547 -0.06 0.30 -0.03
O -1.039 -3.545 0.470 0.11 0.26 0.06
H 0.102 -5.189 -0.107 -0.20 0.05 0.09
H 0.141 -3.794 -1.203 0.00 -0.01 0.13
H 1.506 -4.100 1.520 -0.07 0.05 0.00
H 2.142 -3.331 0.052 -0.06 0.21 0.04
```
Positions in Å, forces in eV/Å.

For the HOMO-LUMO gap, the calculation gives 8.26 eV. Its total charge is +1. The total energy comes out at -186186.1551 eV. For the LUMO energy, the calculation gives -4.686 eV.

Atom charges from the natural (NBO) analysis, given in e for atoms 1 to 2: atom 1 (C): -0.65, atom 2 (C): -0.31

***

Entry from the OMol25 dataset: a cluster of 7 separate species, C12H19Cl10FO5 in total at a distorted geometry (the ωB97M-V functional and the def2-TZVPD basis).

Geometry as XYZ:
```
47
Properties=species:S:1:pos:R:3:forces:R:3
O 12.763 9.415 9.141 -1.92 0.49 -0.37
C 12.061 9.771 8.235 1.62 0.12 0.14
O 12.613 9.881 6.988 0.16 -0.42 0.46
C 11.684 10.470 6.128 -1.02 0.82 -0.09
C 10.381 10.128 6.802 -1.17 1.19 1.09
F 9.878 8.893 6.594 0.13 -0.71 -0.58
O 10.726 10.184 8.198 1.82 -0.83 -0.44
H 11.750 11.563 6.192 0.20 -0.17 -0.14
H 11.778 10.191 5.084 0.11 -0.49 0.11
H 9.555 10.835 6.681 0.37 -0.07 -0.25
O 8.609 11.152 12.673 0.20 -2.09 -0.76
C 8.896 10.046 12.213 -1.59 0.67 2.72
C 8.463 8.627 12.661 0.74 0.14 0.81
C 8.958 7.741 11.536 -1.18 -0.99 -0.15
C 10.025 8.542 10.886 0.48 0.15 -0.78
O 9.678 9.878 11.216 1.77 1.63 -2.74
H 8.985 8.294 13.570 -0.22 0.69 0.10
H 7.406 8.625 12.845 -0.48 -0.19 0.08
H 9.292 6.734 11.792 0.01 0.19 0.36
H 8.143 7.598 10.847 -0.40 -0.10 -0.52
H 10.998 8.379 11.357 0.12 -0.17 -0.54
H 10.025 8.451 9.760 0.35 0.10 1.41
Cl 5.794 11.559 10.175 0.01 -0.72 -0.69
C 6.051 12.834 11.313 0.49 0.64 -0.02
Cl 7.289 14.020 10.784 -0.62 -0.43 0.22
H 5.107 13.275 11.503 -0.76 1.02 -0.36
H 6.319 12.425 12.248 1.02 -0.59 0.80
Cl 12.482 11.265 12.191 0.04 -0.39 0.12
C 13.950 10.243 12.136 -0.11 1.21 -1.77
Cl 13.682 8.544 12.361 -0.15 -0.45 0.30
H 14.361 10.398 11.115 -0.24 -0.25 0.80
H 14.606 10.658 12.866 0.45 -0.13 0.55
Cl 7.115 11.001 5.987 -0.50 0.48 0.07
C 6.114 9.611 6.631 2.21 0.35 -1.07
Cl 4.436 9.889 6.699 -0.82 0.29 0.30
H 6.345 8.920 5.817 -0.26 -0.52 0.85
H 6.627 9.455 7.583 -0.70 -0.53 -0.13
Cl 10.391 14.918 9.091 -0.14 -0.83 -0.32
C 10.150 13.434 8.102 -2.45 1.39 -0.04
Cl 10.415 13.779 6.396 -0.01 0.03 -0.20
H 10.763 12.671 8.413 1.92 -1.32 0.78
H 9.119 13.027 8.230 0.59 0.87 -0.06
Cl 14.164 15.349 11.154 0.01 -0.05 -1.26
C 14.114 15.009 9.341 1.10 -0.67 1.64
Cl 14.106 13.205 9.133 -0.44 1.09 -0.27
H 13.264 15.556 8.977 -0.45 -0.45 -0.35
H 15.056 15.352 8.908 -0.30 0.00 0.19
```
Positions in Å, forces in eV/Å.

For the HOMO-LUMO gap, the calculation gives 10.38 eV. The total energy comes out at -150930.9471 eV. For the LUMO energy, the calculation gives 0.404 eV.

Atom charges from the natural (NBO) analysis, given in e for atoms 1 to 2: atom 1 (O): -0.56, atom 2 (C): 0.97

***

Entry from the OMol25 dataset: a cluster of 6 separate species, C12H19Cl2N5 in total at a distorted geometry (the ωB97M-V functional and the def2-TZVPD basis).

Geometry as XYZ:
```
38
Properties=species:S:1:pos:R:3:forces:R:3
Cl 0.033 -7.358 0.884 -0.47 0.81 0.46
C -0.542 -5.618 0.810 0.39 -0.91 -1.75
C -0.682 -5.268 -0.719 0.58 0.08 2.23
Cl -2.088 -6.059 -1.451 0.06 0.35 0.05
H 0.237 -5.012 1.272 -0.05 -0.06 -0.14
H -1.492 -5.454 1.318 0.12 -0.45 0.04
H 0.211 -5.584 -1.258 -0.17 0.14 0.05
H -0.742 -4.183 -0.645 -0.43 0.08 -0.94
C -3.498 2.682 2.966 -0.07 -0.65 -0.20
C -4.491 3.738 3.117 -2.97 3.18 0.85
N -5.284 4.616 3.223 3.03 -3.38 -0.44
H -3.892 1.922 2.291 0.18 0.37 -0.66
H -3.311 2.042 3.828 -0.08 0.74 0.59
H -2.562 3.123 2.625 -0.08 -0.26 -0.16
C 2.101 2.198 0.723 -0.37 -0.52 -0.71
C 2.209 0.718 0.632 0.44 1.03 0.39
N 2.374 -0.417 0.660 -0.19 -0.10 -0.16
H 1.115 2.490 0.359 -0.20 -0.01 0.42
H 2.761 2.705 0.019 0.38 -0.30 0.19
H 2.285 2.546 1.739 -0.09 -0.10 -0.14
C -4.514 -0.234 -2.137 -0.12 1.18 0.41
C -3.684 0.960 -1.838 1.15 1.19 0.79
N -3.068 1.913 -1.560 -1.25 -1.99 -0.64
H -4.927 -0.046 -3.128 0.12 -0.63 -0.09
H -5.349 -0.213 -1.437 -0.07 0.00 0.00
H -4.004 -1.185 -1.984 0.18 0.25 -0.44
C 1.478 9.446 -2.277 -0.81 1.70 -1.05
C 2.375 8.470 -1.836 5.00 -5.89 2.23
N 3.114 7.586 -1.500 -3.46 4.21 -1.50
H 0.519 8.971 -2.484 -0.19 0.42 0.29
H 1.841 9.885 -3.207 0.02 -0.21 -0.24
H 1.473 10.303 -1.604 -0.56 -0.24 0.28
C 4.968 -6.122 0.276 0.46 -1.01 -0.06
C 5.010 -7.532 0.736 -0.05 -1.78 0.51
N 5.049 -8.626 1.142 -0.08 2.32 -0.90
H 5.761 -5.619 0.829 -0.50 0.45 0.22
H 3.952 -5.741 0.383 0.31 0.27 0.29
H 5.263 -6.041 -0.770 -0.15 -0.26 -0.05
```
Positions in Å, forces in eV/Å.

For the HOMO-LUMO gap, the calculation gives 10.87 eV. The total energy comes out at -45244.8715 eV. The relative energy (zero: lowest compared OMol25 entry of this formula, charge and spin) is 108.6 kJ/mol. For the LUMO energy, the calculation gives 0.087 eV.

Atom charges from the natural (NBO) analysis, given in e for atoms 1 to 2: atom 1 (Cl): -0.09, atom 2 (C): -0.35

***

Entry from the OMol25 dataset: a structure of composition C12H19Cl2NO2PPm at a distorted geometry (the ωB97M-V functional and the def2-TZVPD basis).

Geometry as XYZ:
```
38
Properties=species:S:1:pos:R:3:forces:R:3
C -0.381 -3.766 -3.621 1.06 -0.11 0.39
C -0.510 -2.580 -2.718 -5.09 -0.08 0.40
H -1.408 -3.977 -3.970 0.18 0.08 0.10
H 0.074 -4.647 -3.044 -0.54 1.24 -0.60
H 0.303 -3.485 -4.448 -0.28 -0.27 0.31
O -1.268 -1.923 -2.072 2.96 -1.92 -3.09
Cl 2.587 -3.454 -0.876 0.15 -1.60 -0.30
Pm 0.915 -1.768 -0.882 2.43 3.30 3.72
P 0.130 1.387 -1.742 -0.69 2.71 -1.56
C -1.378 2.497 -1.662 -0.76 -0.61 0.58
C 1.287 2.803 -1.560 1.00 -0.54 0.69
H 1.008 0.595 -3.853 0.12 0.06 -0.23
H 0.215 2.165 -4.062 -0.01 -0.06 0.14
H -0.760 0.687 -3.930 -0.02 0.08 0.08
C 0.140 1.193 -3.570 0.27 -0.87 0.03
H 2.290 2.395 -1.432 0.11 0.28 -0.07
H 1.266 3.459 -2.434 -0.19 -0.27 -0.05
H -1.313 3.326 -2.398 0.28 -0.64 0.32
H -1.471 2.946 -0.656 0.06 -0.25 -0.43
H 1.054 3.412 -0.680 -0.08 -0.31 -0.08
H -2.300 1.925 -1.863 0.28 0.31 0.06
C -1.440 -0.072 0.190 -3.62 0.66 1.78
O -2.434 0.347 0.594 3.26 -1.09 -1.32
Cl 3.052 -0.320 -1.095 -1.12 0.11 -0.05
C 0.749 -1.571 6.116 -0.15 -0.14 -0.15
C 0.725 -1.551 4.569 0.32 0.25 1.03
C 1.747 -0.926 3.829 -0.61 -0.35 0.56
C 1.675 -0.964 2.447 1.40 0.54 -0.36
N 0.723 -1.560 1.706 -0.95 -0.10 1.04
C -0.307 -2.066 2.449 0.23 -0.29 0.56
C -0.334 -2.114 3.851 -0.19 -0.01 -0.41
H 1.708 -2.007 6.500 -0.81 0.39 -0.44
H 0.662 -0.531 6.529 0.09 -0.88 -0.46
H -0.103 -2.180 6.521 0.83 0.60 -0.41
H 2.574 -0.435 4.373 -0.48 -0.27 -0.69
H 2.473 -0.469 1.892 -0.13 -0.24 -0.02
H -1.165 -2.471 1.933 0.00 -0.16 -0.31
H -1.178 -2.584 4.406 0.69 0.43 -0.77
```
Positions in Å, forces in eV/Å.

The spin multiplicity is 5. For the HOMO-LUMO gap (spin up / spin down), the calculation gives 3.61 / 3.61 eV. Its total charge is +2. The total energy comes out at -69208.4476 eV. For the LUMO energy (spin up / spin down), the calculation gives -11.864 / -11.854 eV.

Atom charges from the Löwdin analysis, given in e for atoms 1 to 2: atom 1 (C): 0.07, atom 2 (C): -0.16

***

Entry from the OMol25 dataset: an isolated molecule of C12H19F3Si2 at a distorted geometry (the ωB97M-V functional and the def2-TZVPD basis).

Geometry as XYZ:
```
36
Properties=species:S:1:pos:R:3:forces:R:3
C 2.542 2.082 1.340 0.19 0.28 -0.82
Si 3.350 0.373 1.414 0.94 0.12 -0.71
F 4.088 -0.045 -0.032 -1.02 0.54 1.49
C 2.177 -1.050 1.929 -1.03 -0.44 0.29
F 2.887 -2.266 2.012 -0.87 1.18 -0.32
F 1.795 -0.760 3.274 0.45 -0.19 -1.15
C 0.846 -1.185 1.122 0.44 -0.98 0.39
C 1.033 -1.423 -0.435 -0.70 -0.51 -0.07
Si -0.071 -0.258 -1.510 0.09 0.51 0.54
C 0.677 1.516 -1.544 -0.54 -0.03 -0.25
C -0.340 -0.955 -3.267 -0.08 0.12 0.48
C -1.741 -0.073 -0.570 -1.71 0.15 0.74
C -2.438 1.224 -0.486 -1.21 -2.65 1.46
C -3.686 1.249 0.295 0.94 -1.07 -0.19
C -4.225 0.069 0.956 1.48 -0.37 -0.96
C -3.562 -1.224 0.843 1.58 1.69 -1.24
C -2.322 -1.270 0.079 -0.48 1.94 -0.18
H 1.442 2.097 1.527 0.93 0.00 0.03
H 3.096 2.775 2.024 -0.66 -0.66 -0.42
H 2.711 2.477 0.297 -0.24 -0.32 0.97
H 4.414 0.427 2.433 0.06 -0.16 -0.11
H 0.201 -0.309 1.391 0.67 -0.58 -0.37
H 0.316 -2.090 1.539 0.51 0.98 -0.22
H 0.631 -2.457 -0.654 0.62 0.92 0.19
H 2.097 -1.430 -0.783 -0.80 0.12 0.41
H 1.770 1.508 -1.799 -1.01 0.16 0.23
H 0.092 2.085 -2.319 0.76 -0.37 0.55
H 0.477 2.036 -0.570 0.40 -0.50 -0.85
H 0.626 -0.871 -3.825 -0.88 -0.26 0.24
H -1.143 -0.347 -3.769 0.81 -0.70 0.34
H -0.671 -2.026 -3.156 0.35 1.03 -0.41
H -2.043 2.139 -0.989 -0.44 -0.93 0.59
H -4.238 2.210 0.414 0.51 -0.88 -0.15
H -5.158 0.147 1.556 0.82 0.03 -0.57
H -3.908 -2.167 1.317 0.01 1.02 -0.31
H -1.722 -2.208 -0.053 -0.91 0.78 0.36
```
Positions in Å, forces in eV/Å.

For the HOMO-LUMO gap, the calculation gives 9.88 eV. The total energy comes out at -36661.5842 eV. For the LUMO energy, the calculation gives 0.689 eV.

Atom charges from the natural (NBO) analysis, given in e for atoms 1 to 2: atom 1 (C): -1.16, atom 2 (Si): 1.64

***

Entry from the OMol25 dataset: a structure of composition C12H19F6NO4Ti at a distorted geometry (the ωB97M-V functional and the def2-TZVPD basis).

Geometry as XYZ:
```
43
Properties=species:S:1:pos:R:3:forces:R:3
Ti -29.858 7.499 40.155 1.12 0.51 -0.12
C -27.232 6.164 38.455 -0.19 -1.00 -0.17
O -26.531 5.553 39.541 0.55 0.24 -0.45
O -28.236 6.916 38.794 -1.76 1.20 1.14
C -26.167 6.892 37.647 0.06 0.77 -0.22
F -25.062 6.155 37.477 0.28 -0.24 -0.27
F -26.658 7.174 36.410 0.14 -0.13 0.12
F -25.769 8.067 38.162 -0.08 -0.09 0.15
C -27.288 4.589 40.184 -0.09 -0.66 0.84
C -26.362 3.669 40.965 0.53 0.67 0.49
H -26.938 2.977 41.579 0.06 -0.29 -0.26
H -25.607 3.194 40.337 -0.36 -0.33 -0.15
H -25.766 4.263 41.671 -0.22 0.08 -0.06
H -27.879 3.985 39.481 -0.05 0.19 -0.15
H -27.976 5.048 40.906 -0.20 0.02 -0.17
H -27.557 5.337 37.774 0.21 -0.10 0.07
C -30.912 9.184 42.766 -0.12 0.08 0.11
O -31.158 10.571 43.013 -0.04 -0.09 0.35
O -30.079 8.974 41.774 0.40 -1.11 -1.41
C -30.395 8.688 44.120 -0.88 -0.11 0.76
F -29.325 9.321 44.593 0.11 0.11 -0.03
F -31.396 8.813 45.069 0.55 0.06 -0.30
F -30.114 7.378 44.093 0.18 -0.18 -0.16
C -32.043 11.143 42.108 -0.91 0.51 -0.24
C -32.334 12.575 42.541 0.19 -0.19 0.65
H -31.463 13.224 42.446 -0.16 0.10 -0.38
H -33.235 12.956 42.058 0.28 0.21 -0.33
H -32.561 12.576 43.613 -0.01 -0.18 -0.05
H -33.031 10.643 42.110 0.28 -0.32 0.11
H -31.678 11.083 41.078 0.19 0.07 0.01
H -31.893 8.674 42.651 -0.11 0.08 0.03
C -34.282 8.661 40.158 0.19 1.25 0.41
C -34.839 7.348 39.667 -1.18 -0.57 0.51
C -33.784 6.414 39.084 -0.39 0.55 -1.02
C -32.653 6.249 39.958 -0.49 -0.43 0.14
N -31.751 6.125 40.651 0.81 0.15 0.37
H -34.884 9.517 39.836 0.05 -0.15 -0.20
H -33.255 8.849 39.831 -0.07 -0.10 -0.22
H -34.234 8.790 41.243 -0.07 -0.51 0.01
H -35.665 7.492 38.963 0.49 0.14 -0.48
H -35.400 6.822 40.453 0.50 0.04 0.24
H -33.372 6.875 38.177 0.03 0.01 0.03
H -34.224 5.475 38.754 0.18 -0.24 0.29
```
Positions in Å, forces in eV/Å.

The spin multiplicity is 4. For the HOMO-LUMO gap (spin up / spin down), the calculation gives 4.29 / 8.41 eV. Its total charge is -1. The total energy comes out at -61852.6455 eV. For the LUMO energy (spin up / spin down), the calculation gives 2.611 / 2.492 eV.

Atom charges from the natural (NBO) analysis, given in e for atoms 1 to 2: atom 1 (Ti): 0.81, atom 2 (C): 0.34